No. 1
50
Properties=species:S:1:pos:R:3:forces:R:3:nbo_charge:R:1 method="wB97M-V/def2-TZVPD" homo_lumo_gap_ev=2.40 energy_ev=-87672.780 fmax_ha_per_bohr=0.151 charge=-1
Be -0.0687 0.7496 0.3602 -0.06 0.37 0.47 1.241
B -0.1875 5.2425 1.5213 -1.07 -0.19 0.82 1.314
F 0.7516 6.1433 1.1998 1.14 1.64 -0.77 -0.538
F -0.8483 4.7095 0.4335 -0.45 -0.50 -1.28 -0.538
F 0.5192 4.1643 2.0920 0.24 -1.46 0.64 -0.477
F -1.1439 5.7650 2.3896 0.17 -0.04 0.23 -0.525
B -2.9506 2.2452 4.9654 0.11 -1.15 -0.03 1.311
F -1.8327 2.9315 5.3733 1.87 -0.66 0.59 -0.476
F -3.8641 3.1981 4.9932 -3.28 2.52 -0.19 -0.473
F -2.8272 1.8285 3.6236 0.57 -0.60 -0.71 -0.489
F -3.4156 1.1793 5.7449 0.85 -0.30 0.16 -0.565
C -0.2795 -4.0475 -2.6619 0.32 0.18 -1.15 0.789
F 0.7970 -3.8004 -3.3758 0.74 -0.39 -0.31 -0.307
F -1.0382 -2.9446 -2.8543 -0.41 -1.09 0.85 -0.319
F -0.8843 -5.1560 -3.2320 0.59 1.75 1.72 -0.314
S 0.3287 -4.1942 -0.7913 -3.55 -2.36 3.06 1.993
O -0.8593 -3.7749 0.0294 2.60 -0.08 -2.15 -0.892
O 0.6478 -5.6633 -0.5741 -0.20 4.49 -1.10 -0.836
N 1.5210 -2.9177 -0.5911 -2.60 -3.02 -0.44 -1.059
S 2.8867 -3.6275 -0.9035 3.94 -1.33 -2.67 2.110
O 2.8963 -4.7807 -1.8565 -0.39 2.21 2.47 -0.875
O 3.8065 -2.5652 -1.2925 -0.47 -0.71 1.08 -0.899
C 3.5293 -4.3649 0.8114 -0.60 -0.90 -0.68 0.765
F 2.5295 -5.0480 1.4056 0.62 0.26 -0.49 -0.317
F 4.5765 -5.2330 0.6326 -1.18 1.39 0.12 -0.320
F 3.8584 -3.3839 1.6337 0.47 0.05 -0.24 -0.307
C 2.2341 -1.3943 7.1730 -0.94 1.03 -0.89 -0.717
C 1.7165 -0.9424 5.8644 -0.55 0.86 -4.02 0.294
N 1.3399 -0.6316 4.7856 1.25 -1.06 3.82 -0.343
H 1.2908 -1.6176 7.6714 0.46 -0.60 0.65 0.260
H 2.6844 -0.5275 7.6568 0.10 -0.17 0.10 0.253
H 2.9527 -2.2040 7.0459 -0.35 -0.04 0.20 0.254
C -6.5325 -2.0104 -0.3925 0.66 -0.17 0.78 -0.730
C -5.5156 -0.9958 -0.5250 5.26 5.39 -1.81 0.300
N -4.6455 -0.1670 -0.6987 -4.82 -4.68 1.10 -0.350
H -6.3655 -2.7895 -1.1362 -0.39 0.17 -0.11 0.258
H -7.5262 -1.5636 -0.3586 0.07 -0.30 -0.15 0.258
H -6.2518 -2.4321 0.5726 -0.64 -0.40 0.20 0.265
C -1.2326 2.0048 -6.9021 -0.06 -0.85 1.22 -0.720
C -0.7246 1.9028 -5.5059 1.81 -0.05 4.67 0.293
N -0.3164 1.8716 -4.3767 -1.98 0.07 -5.41 -0.344
H -0.4887 1.6125 -7.5955 0.20 0.75 -0.06 0.257
H -1.6132 3.0180 -7.0316 0.32 -0.13 -0.50 0.259
H -2.0476 1.2890 -7.0084 -0.28 0.18 0.17 0.255
C 3.8075 5.0628 -3.4691 0.33 1.69 0.81 -0.740
C 3.6262 4.1888 -2.3239 0.07 -2.48 1.56 0.294
N 3.4794 3.4471 -1.4315 0.25 1.74 -1.98 -0.332
H 4.3456 5.9339 -3.0952 -0.13 0.33 0.44 0.255
H 2.8279 5.4665 -3.7251 0.13 -0.31 -0.66 0.263
H 4.5064 4.8232 -4.2705 -0.73 -1.06 -0.11 0.259


No. 2
40
Properties=species:S:1:pos:R:3:forces:R:3:lowdin_charge:R:1 method="wB97M-V/def2-TZVPD" homo_lumo_gap_ev=5.72 energy_ev=-477662.335 fmax_ha_per_bohr=0.071 charge=0
O -10.8286 21.7027 18.1795 1.48 -2.82 -1.34 -0.263
V -10.0097 20.4155 17.6532 -0.43 1.64 3.21 1.148
O -10.6313 19.1370 18.3240 0.54 1.45 -0.99 -0.252
O -5.6159 22.0071 19.6182 -0.49 -0.06 0.14 0.174
C -5.6448 21.2119 18.7295 0.88 0.27 0.33 -0.351
O -4.6039 20.7086 18.1021 -0.46 0.05 0.14 0.254
B -5.0276 19.9039 16.9659 1.78 -0.02 -1.55 -0.900
O -6.5360 19.9413 17.0362 -1.02 -0.07 0.71 0.287
C -6.8920 20.6197 18.0623 0.55 -0.46 -0.93 -0.316
O -8.0509 20.8135 18.4217 -1.90 0.04 -0.49 0.007
O -4.4746 18.5681 16.9595 -0.52 -0.34 1.06 0.226
C -4.1499 18.2132 15.7180 -0.31 0.25 -1.05 -0.388
O -3.9293 17.1302 15.2842 0.27 -0.18 0.53 0.190
C -4.2832 19.4878 14.8593 -0.05 -0.28 -0.55 -0.431
O -4.6479 20.4750 15.6607 -0.59 0.51 0.87 0.201
O -4.1858 19.5464 13.6743 0.26 0.05 -0.06 0.174
Br -9.2576 20.0636 21.4809 0.09 0.14 -0.36 0.635
C -8.3207 21.7515 21.7282 -0.52 0.47 0.70 -0.666
C -9.2031 22.9886 21.6358 -0.64 -0.39 -0.47 -0.662
Br -10.9359 22.8634 22.5275 0.19 -0.01 0.11 0.593
H -7.5543 21.8498 20.9652 0.16 -0.24 0.15 0.027
H -7.9259 21.6634 22.7359 0.32 -0.04 -0.12 0.025
H -9.4628 23.1789 20.5972 0.07 0.15 0.03 0.042
H -8.7407 23.8636 22.0789 0.29 -0.07 -0.07 0.058
Br -2.8921 22.4571 22.7292 -0.52 -0.23 -0.15 0.603
C -4.4218 21.2030 22.5633 0.86 -0.18 -0.44 -0.678
C -4.6945 20.6833 23.9465 -0.53 0.03 -0.34 -0.679
Br -6.1655 19.3712 23.8904 0.27 0.24 -0.05 0.614
H -4.0645 20.4221 21.8939 0.09 -0.07 0.16 0.044
H -5.2209 21.7025 22.0321 -0.17 0.31 0.39 0.022
H -5.0332 21.4830 24.5960 0.12 -0.11 0.19 0.052
H -3.8221 20.1675 24.3263 -0.05 0.01 0.21 0.051
Br -1.0180 18.8786 20.5769 -0.12 0.51 -0.50 0.587
C -1.6537 19.6763 18.8674 -0.35 -0.23 0.54 -0.676
C -0.5123 19.9641 17.9501 0.83 -0.12 -0.06 -0.688
Br -1.1864 20.6840 16.2818 -0.13 -0.03 -0.14 0.734
H -2.2100 20.5903 19.0581 0.09 -0.06 0.41 0.051
H -2.3566 18.9282 18.5186 0.14 -0.01 -0.34 0.039
H 0.1042 19.1015 17.7092 -0.26 -0.14 -0.04 0.058
H 0.1644 20.7224 18.3353 -0.18 0.06 0.17 0.056


No. 3
24
Properties=species:S:1:pos:R:3:forces:R:3:nbo_charge:R:1 method="wB97M-V/def2-TZVPD" homo_lumo_gap_ev="8.54 / 8.55" energy_ev=-12726.610 fmax_ha_per_bohr=0.122 charge=0
B 1.8742 0.5276 0.3263 0.78 -0.66 -0.44 0.691
C -3.9527 -0.0798 -0.0638 -1.00 -0.29 -0.40 -0.221
C -3.3127 -1.1230 0.5694 -0.57 -0.14 0.53 -0.177
C -3.2043 0.9285 -0.6284 0.90 -0.26 -2.03 -0.190
C -1.9466 -1.1614 0.7167 -0.67 0.78 -0.95 -0.321
C -1.7948 0.8689 -0.6317 -0.63 -0.63 0.68 -0.309
C -1.2737 -0.1728 0.1004 4.23 0.39 -0.89 0.343
C 3.2416 -0.1947 -0.0008 0.74 -1.09 -0.01 -0.458
C 3.1564 -1.4729 -0.4718 -4.12 4.51 1.42 -0.171
C 1.6158 -1.7592 -0.4878 1.57 -0.46 -0.48 -0.275
C 1.5636 2.0401 0.6254 3.89 -0.79 0.95 -0.939
N 1.0226 -0.5089 -0.0018 -4.02 -0.45 -0.23 -0.636
H -5.0138 -0.1548 -0.3389 0.44 0.11 0.48 0.224
H -3.7738 -2.0326 0.9082 -0.82 0.06 0.07 0.218
H -3.6048 1.4667 -1.5042 -0.22 0.39 1.08 0.223
H -1.6019 -2.0823 1.0191 1.54 -1.46 1.02 0.241
H -1.2704 1.4965 -1.3225 0.56 0.20 0.16 0.251
H 4.1940 0.1653 0.2800 1.18 0.63 0.10 0.192
H 3.9303 -2.1303 -0.5508 1.76 -1.92 -0.53 0.200
H 1.3535 -2.0476 -1.5531 -0.38 0.09 1.48 0.211
H 1.6241 -2.5829 0.2706 -1.06 0.26 -0.77 0.207
H 0.5647 2.1753 0.6762 -3.27 0.96 -0.40 0.221
H 2.1385 2.5042 -0.1739 -0.66 0.57 -0.45 0.240
H 2.0033 2.5303 1.5269 -0.17 -0.80 -0.36 0.234


No. 4
28
Properties=species:S:1:pos:R:3:forces:R:3:nbo_charge:R:1 method="wB97M-V/def2-TZVPD" homo_lumo_gap_ev="7.13 / 6.36" spin_multiplicity=3 energy_ev=-32556.893 fmax_ha_per_bohr=0.202 charge=+2
Cl -2.5715 0.4813 -1.3086 0.18 0.07 -0.36 -0.077
C 0.6485 -1.8077 -1.8742 0.55 0.92 -0.37 -0.197
C 1.6359 -1.0568 -1.1158 -0.32 0.19 -1.37 -0.218
C 1.4910 0.3330 -1.4633 -0.09 -1.06 -0.81 -0.175
H 2.4506 -1.4837 -0.5345 -0.38 0.10 0.14 0.313
C 0.4103 0.4857 -2.4153 1.12 -1.17 -0.16 0.018
C -0.1104 -0.8551 -2.6677 1.31 -0.28 -0.13 -0.202
H -0.9062 -1.1060 -3.3739 0.16 0.10 0.42 0.314
H 0.6122 -2.9003 -1.8844 -0.41 0.42 0.04 0.314
H 2.1359 1.1052 -1.0935 -0.12 0.44 0.28 0.313
C -0.0718 1.7729 -2.9659 -0.38 0.25 0.04 -0.667
Mo -0.4347 -0.3576 -0.5270 -4.42 3.17 -0.29 0.724
C 0.0734 -1.1053 1.1835 3.13 -5.34 8.31 0.574
C -2.3317 -0.3731 0.7102 -1.86 -0.99 3.55 0.555
O 0.2958 -1.6964 2.1801 -1.25 3.38 -5.21 -0.257
O -3.1466 -0.4713 1.5416 2.96 0.59 -3.65 -0.319
H 0.1935 2.5915 -2.2982 0.07 0.04 -0.03 0.267
H -1.1601 1.7636 -3.0799 0.27 0.05 -0.22 0.260
H 0.3816 1.9630 -3.9421 0.02 -0.10 0.01 0.297
C 0.7462 3.8778 2.5441 0.43 0.16 -0.51 -0.714
C 0.3039 2.5818 1.9103 -0.28 0.54 1.01 0.716
N -0.5477 1.8941 2.6964 -0.03 -1.10 -1.15 -0.772
O 0.6955 2.2251 0.7870 -0.82 -1.17 -0.05 -0.648
H 0.3494 4.0714 3.5408 -0.05 -0.23 -0.15 0.242
H 0.4493 4.6944 1.8838 0.07 0.00 0.01 0.269
H 1.8364 3.8737 2.5917 -0.03 0.07 -0.02 0.268
H -0.9386 0.9915 2.3993 0.32 0.92 0.43 0.367
H -0.8026 2.2464 3.5978 -0.12 0.03 0.24 0.436


No. 5
36
Properties=species:S:1:pos:R:3:forces:R:3:nbo_charge:R:1 method="wB97M-V/def2-TZVPD" homo_lumo_gap_ev="4.81 / 6.79" spin_multiplicity=3 energy_ev=-68154.717 fmax_ha_per_bohr=0.019 charge=+1
Mo -1.3559 0.5932 -0.1339 -0.01 0.88 0.45 1.463
O 0.7265 -1.9949 0.0033 0.07 0.02 0.03 -0.953
S 0.3805 -1.6426 1.3543 0.07 -0.06 -0.07 2.416
O 0.0490 -2.6714 2.2752 0.01 -0.04 -0.03 -0.887
O -0.8055 -0.6372 1.2814 -0.18 -0.10 -0.18 -0.904
C 1.6361 -0.6283 2.1092 0.00 0.00 0.00 -0.348
C 2.4135 -1.2803 3.0484 -0.01 0.02 0.01 -0.156
C 3.4229 -0.6001 3.7235 -0.01 0.00 -0.01 -0.151
C 3.6510 0.7382 3.4727 0.00 -0.01 0.00 -0.177
C 2.8754 1.4090 2.5356 -0.01 0.00 0.01 -0.162
C 1.8731 0.7346 1.8557 -0.02 -0.02 0.00 -0.286
S 1.0172 1.7029 0.6641 0.08 -0.08 -0.10 2.384
O -0.4279 1.9351 1.1082 -0.04 -0.04 -0.02 -0.838
O 1.7378 2.8853 0.3993 -0.01 0.02 0.03 -0.834
O 0.7482 0.7821 -0.4993 0.02 0.06 -0.01 -0.933
H 2.2157 -2.3212 3.2622 0.00 0.00 0.00 0.262
H 4.0216 -1.1287 4.4523 0.00 0.00 0.00 0.243
H 4.4304 1.2718 3.9980 0.00 0.00 0.00 0.244
H 3.0522 2.4533 2.3212 0.00 0.00 0.00 0.261
N -1.0689 -0.5277 -1.9525 -0.15 -0.14 0.12 -0.787
C -0.3848 0.1174 -3.1161 0.06 -0.03 -0.02 -0.221
C -1.0636 1.4082 -3.5438 -0.02 0.03 0.01 -0.539
C -0.9985 2.4590 -2.4667 0.01 0.05 -0.03 0.791
O -0.5168 3.5360 -2.5355 0.01 -0.01 0.00 -0.451
O -1.6029 2.0349 -1.2875 0.06 -0.29 -0.17 -0.621
H -0.5137 -1.3340 -1.6396 0.02 0.00 0.01 0.459
H -1.9730 -0.9008 -2.2501 0.02 -0.03 0.01 0.426
H -0.3867 -0.5976 -3.9384 0.00 0.01 0.01 0.232
H 0.6477 0.2954 -2.8230 -0.03 0.00 -0.01 0.244
H -2.1124 1.2335 -3.7991 -0.01 -0.01 0.01 0.244
H -0.5624 1.7995 -4.4268 0.00 0.01 0.01 0.275
I -3.7684 0.6159 0.6918 0.06 -0.14 -0.08 0.236
C -4.5516 -2.8331 -1.1473 -0.02 0.05 -0.01 -0.560
I -2.7132 -3.2389 -0.3836 0.02 -0.10 0.02 0.224
H -4.7743 -3.1640 -2.1483 0.00 0.00 0.01 0.203
H -5.3184 -2.5044 -0.4653 0.00 -0.01 0.00 0.201


No. 6
24
Properties=species:S:1:pos:R:3:forces:R:3:nbo_charge:R:1 method="wB97M-V/def2-TZVPD" homo_lumo_gap_ev=7.48 energy_ev=-13539.313 fmax_ha_per_bohr=0.101 charge=0
C -0.1568 0.9724 -0.0022 -2.44 0.28 2.42 -0.147
C 0.9394 0.9058 -0.8257 4.70 -1.36 -1.76 0.288
C -1.0917 2.6589 3.0884 -0.82 -2.30 0.14 -0.345
C 2.8190 -2.3809 -0.6935 -1.61 3.25 -1.87 -0.423
C -0.2014 1.7573 1.1190 -0.98 -2.18 -3.14 -0.145
C 2.2181 0.0482 -0.8440 -1.25 -1.14 1.11 -0.153
C -1.1620 1.6888 2.1438 1.41 2.99 1.20 -0.227
C 2.1314 -1.3834 -1.3384 1.10 -0.05 1.53 -0.183
C -1.1987 -0.0272 -0.2678 -1.51 -1.12 -0.80 0.105
C -2.2528 -1.6228 -1.6962 -0.59 0.99 0.69 -0.437
N 1.8136 1.2114 -1.6846 -0.74 0.57 0.36 -0.291
N -1.1357 -0.8251 -1.2646 1.34 0.87 0.76 -0.393
H -1.7114 2.3773 3.9060 -0.63 0.79 0.93 0.192
H -0.3834 3.4548 3.2312 0.18 0.08 -0.49 0.206
H 2.6994 -3.2995 -1.1403 -0.01 -2.29 -0.41 0.193
H 3.5305 -2.2186 0.0747 0.39 0.17 0.67 0.194
H 0.4652 2.5319 1.1685 1.86 1.74 0.32 0.207
H 2.8709 0.1714 0.0785 -0.47 0.20 -1.48 0.179
H -1.8685 0.9292 2.2202 -1.03 -1.14 0.15 0.209
H 1.4384 -1.6217 -2.1646 0.50 0.28 0.51 0.221
H -2.1359 0.0022 0.3502 0.73 0.14 -0.34 0.151
H -3.1654 -1.0919 -1.3689 -0.13 -0.59 -0.12 0.174
H -2.2148 -1.5879 -2.7778 -0.20 -0.44 -0.20 0.213
H -2.2477 -2.6506 -1.3118 0.19 0.25 -0.18 0.214